# HO3S

2 unconnected molecules or ions with the total composition HO3S (ωB97M-V with the def2-TZVPD basis set, OMol25).

```
! RIJCOSX wB97M-V def2-TZVPD def2/J DEFGRID3
* xyz -1 1
O 2.129 1.594 -0.087
O -0.344 -0.990 -1.263
O -0.328 -0.955 1.202
S -0.020 -0.251 -0.038
H -1.437 0.602 0.185
*
```

Output
LUMO (alpha / beta) in eV: 4.06 / 2.18
Highest occupied orbital energy (alpha / beta) in eV: -4.358 / -3.706
DFT total energy in hartree: -624.34122
HOMO-LUMO gap (alpha / beta) in eV: 8.41 / 5.89

natural (NBO) charges in e: atom 1 (O): -0.580, atom 2 (O): -0.967, atom 3 (O): -0.976, atom 4 (S): 1.639, atom 5 (H): -0.116

=====

# HO6S2

A gas-phase ion, HO6S2 (charge -1) (ωB97M-V with the def2-TZVPD basis set, OMol25).

```
! RIJCOSX wB97M-V def2-TZVPD def2/J DEFGRID3
* xyz -1 3
O 0.259 1.189 0.921
O -2.457 -0.948 3.337
O -2.797 -0.399 0.986
O 1.232 -0.004 2.853
O 0.319 -0.882 -0.585
O 0.828 -1.231 0.677
S -2.073 -1.200 1.955
S 0.233 0.004 1.797
H 0.186 0.089 -0.455
*
```

Output
⟨S²⟩: 2.009
LUMO (alpha / beta) in eV: 3.78 / 0.60
Highest occupied orbital energy (alpha / beta) in eV: -2.294 / -5.742
DFT total energy in hartree: -1248.28190
HOMO-LUMO gap (alpha / beta) in eV: 6.08 / 6.35

natural (NBO) charges in e: atom 1 (O): -0.944, atom 2 (O): -0.940, atom 3 (O): -0.935, atom 4 (O): -0.898, atom 5 (O): -0.450, atom 6 (O): -0.448, atom 7 (S): 1.264, atom 8 (S): 1.878, atom 9 (H): 0.472

=====

# HPS2

A molecular structure, HPS2 (ωB97M-V with the def2-TZVPD basis set, OMol25).

```
! RIJCOSX wB97M-V def2-TZVPD def2/J DEFGRID3
* xyz 0 1
P 0.429 1.184 0.102
S -2.010 0.828 1.365
S 0.211 -0.626 -0.836
H 1.370 -1.386 -0.632
*
```

Output
LUMO (alpha / beta) in eV: -2.02 / -1.86
Highest occupied orbital energy (alpha / beta) in eV: -9.357 / -8.659
DFT total energy in hartree: -1138.20989
HOMO-LUMO gap (alpha / beta) in eV: 7.33 / 6.80

natural (NBO) charges in e: atom 1 (P): 0.380, atom 2 (S): -0.254, atom 3 (S): -0.294, atom 4 (H): 0.167

=====

# I2Li

A molecular structure, I2Li (ωB97M-V with the def2-TZVPD basis set, OMol25).

```
! RIJCOSX wB97M-V def2-TZVPD def2/J DEFGRID3
* xyz 0 2
Li 0.600 0.475 0.438
I -1.126 1.919 -0.540
I 0.527 -2.394 0.103
*
```

Output
⟨S²⟩: 0.755
LUMO (alpha / beta) in eV: -0.43 / -4.42
Highest occupied orbital energy (alpha / beta) in eV: -8.724 / -8.372
DFT total energy in hartree: -602.95474
HOMO-LUMO gap (alpha / beta) in eV: 8.30 / 3.95

natural (NBO) charges in e: atom 1 (Li): 0.840, atom 2 (I): -0.766, atom 3 (I): -0.074

=====

# ILi2

A molecular structure, ILi2 (ωB97M-V with the def2-TZVPD basis set, OMol25).

```
! RIJCOSX wB97M-V def2-TZVPD def2/J DEFGRID3
* xyz 2 2
Li 1.532 -1.012 -0.877
Li -2.146 0.368 -0.132
I 0.614 0.645 1.009
*
```

Output
⟨S²⟩: 0.753
LUMO (alpha / beta) in eV: -9.05 / -13.15
Highest occupied orbital energy (alpha / beta) in eV: -20.820 / -20.463
DFT total energy in hartree: -312.12830
HOMO-LUMO gap (alpha / beta) in eV: 11.77 / 7.31

natural (NBO) charges in e: atom 1 (Li): 0.958, atom 2 (Li): 0.973, atom 3 (I): 0.069

=====

# ITi

A molecular structure, ITi (ωB97M-V with the def2-TZVPD basis set, OMol25).

```
! RIJCOSX wB97M-V def2-TZVPD def2/J DEFGRID3
* xyz 0 4
Ti -1.126 0.742 0.355
I 1.126 -0.742 -0.355
*
```

Output
⟨S²⟩: 3.754
LUMO (alpha / beta) in eV: -0.63 / -0.84
Highest occupied orbital energy (alpha / beta) in eV: -7.302 / -8.947
DFT total energy in hartree: -1147.05917
HOMO-LUMO gap (alpha / beta) in eV: 6.67 / 8.10

natural (NBO) charges in e: atom 1 (Ti): 0.735, atom 2 (I): -0.735

=====

# N2O14S2Sr2

A molecular structure, N2O14S2Sr2 (ωB97M-V with the def2-TZVPD basis set, OMol25).

```
! RIJCOSX wB97M-V def2-TZVPD def2/J DEFGRID3
* xyz -3 2
Sr -0.844 1.195 4.974
Sr 0.169 0.541 -1.886
N -0.604 -3.198 4.015
O 0.028 -2.550 3.261
O -1.182 -4.174 3.624
O -0.653 -2.862 5.177
N -0.406 0.274 1.309
O -0.314 0.006 2.504
O -0.976 1.358 0.888
O 0.148 -0.294 0.417
S -1.728 3.545 -2.759
O -0.848 4.588 -3.296
O -1.093 2.407 -1.894
O -2.640 4.241 -1.895
O -2.388 2.695 -3.796
S 2.631 -1.632 -2.138
O 2.039 -2.130 -3.411
O 1.984 -2.037 -0.869
O 4.124 -1.835 -2.039
O 2.554 -0.139 -2.185
*
```

Output
⟨S²⟩: 0.750
LUMO (alpha / beta) in eV: 4.53 / 4.35
Highest occupied orbital energy (alpha / beta) in eV: 0.496 / 0.496
DFT total energy in hartree: -2020.46774
HOMO-LUMO gap (alpha / beta) in eV: 4.04 / 3.85

natural (NBO) charges in e: atom 1 (Sr): 0.996, atom 2 (Sr): 1.886, atom 3 (N): 0.726, atom 4 (O): -0.492, atom 5 (O): -0.567, atom 6 (O): -0.659, atom 7 (N): 0.722, atom 8 (O): -0.644, atom 9 (O): -0.576, atom 10 (O): -0.487, atom 11 (S): 2.582, atom 12 (O): -1.073, atom 13 (O): -1.252, atom 14 (O): -1.098, atom 15 (O): -1.113, atom 16 (S): 2.533, atom 17 (O): -1.090, atom 18 (O): -1.065, atom 19 (O): -1.107, atom 20 (O): -1.222

=====

# N2O4

A single N2O4 molecule (ωB97M-V with the def2-TZVPD basis set, OMol25).

```
! RIJCOSX wB97M-V def2-TZVPD def2/J DEFGRID3
* xyz 0 1
O 0.096 2.271 0.818
N 0.440 1.324 0.230
O -0.365 0.192 0.485
N -0.096 -1.009 -0.345
O -0.378 -1.976 0.238
O 0.302 -0.801 -1.426
*
```

Output
LUMO in eV: -0.78
Highest occupied orbital energy in eV: -11.334
DFT total energy in hartree: -410.23592
HOMO-LUMO gap in eV: 10.55

natural (NBO) charges in e: atom 1 (O): -0.219, atom 2 (N): 0.373, atom 3 (O): -0.323, atom 4 (N): 0.740, atom 5 (O): -0.277, atom 6 (O): -0.294

=====

# N2O4S3

A molecular structure, N2O4S3 (ωB97M-V with the def2-TZVPD basis set, OMol25).

```
! RIJCOSX wB97M-V def2-TZVPD def2/J DEFGRID3
* xyz 0 1
N -1.445 -1.565 -1.466
N 0.984 -0.311 -0.604
O -1.650 1.097 -0.646
O 1.949 -0.186 1.709
O 1.124 1.919 0.563
O -0.498 -0.091 1.079
S -1.723 -0.129 0.143
S 0.057 -1.263 -1.505
S 1.203 0.528 0.727
*
```

Output
LUMO in eV: -1.51
Highest occupied orbital energy in eV: -10.429
DFT total energy in hartree: -1604.85049
HOMO-LUMO gap in eV: 8.91

natural (NBO) charges in e: atom 1 (N): -0.789, atom 2 (N): -1.185, atom 3 (O): -0.859, atom 4 (O): -0.811, atom 5 (O): -0.805, atom 6 (O): -0.943, atom 7 (S): 1.662, atom 8 (S): 1.244, atom 9 (S): 2.487

=====

# N3O13SSr5

A molecular structure, N3O13SSr5 (ωB97M-V with the def2-TZVPD basis set, OMol25).

```
! RIJCOSX wB97M-V def2-TZVPD def2/J DEFGRID3
* xyz 5 1
Sr -0.610 2.073 0.944
Sr 2.783 -3.146 1.029
Sr 0.937 -0.419 -2.498
Sr -1.655 -0.747 3.987
Sr -3.757 -2.634 -1.052
N 3.096 1.080 -0.260
O 2.243 0.957 0.591
O 2.857 0.887 -1.491
O 4.157 1.429 0.205
N -2.224 -1.133 -4.151
O -2.817 -0.414 -4.957
O -2.573 -1.299 -2.914
O -1.120 -1.473 -4.540
N 0.402 2.532 3.508
O 0.501 2.724 4.569
O 0.500 1.381 3.028
O 0.203 3.392 2.760
S -0.553 -1.053 0.265
O 0.586 -1.867 0.414
O -0.261 0.002 -0.665
O -1.651 -1.835 -0.297
O -1.043 -0.436 1.523
*
```

Output
LUMO in eV: -16.64
Highest occupied orbital energy in eV: -21.379
DFT total energy in hartree: -1691.92158
HOMO-LUMO gap in eV: 4.74

Mulliken charges in e: atom 1 (Sr): 1.532, atom 2 (Sr): 2.015, atom 3 (Sr): 2.017, atom 4 (Sr): 1.944, atom 5 (Sr): 2.171, atom 6 (N): 0.893, atom 7 (O): -0.563, atom 8 (O): -0.787, atom 9 (O): -0.438, atom 10 (N): 0.691, atom 11 (O): -0.389, atom 12 (O): -0.591, atom 13 (O): -0.594, atom 14 (N): 1.431, atom 15 (O): -0.485, atom 16 (O): -0.795, atom 17 (O): -0.900, atom 18 (S): 0.635, atom 19 (O): -0.457, atom 20 (O): -0.920, atom 21 (O): -0.534, atom 22 (O): -0.876

=====

# N3O4

2 unconnected molecules or ions with the total composition N3O4 (ωB97M-V with the def2-TZVPD basis set, OMol25).

```
! RIJCOSX wB97M-V def2-TZVPD def2/J DEFGRID3
* xyz -1 1
N -0.119 -1.476 -0.114
N 0.293 -1.387 0.905
N -0.231 1.066 -0.677
O 0.827 -1.506 1.943
O 0.232 1.666 0.315
O -1.390 0.612 -0.642
O 0.388 1.024 -1.730
*
```

Output
LUMO in eV: 4.18
Highest occupied orbital energy in eV: -4.119
DFT total energy in hartree: -465.11365
HOMO-LUMO gap in eV: 8.29

natural (NBO) charges in e: atom 1 (N): -0.030, atom 2 (N): 0.416, atom 3 (N): 0.703, atom 4 (O): -0.405, atom 5 (O): -0.577, atom 6 (O): -0.564, atom 7 (O): -0.543

=====

# NO3Rb4

A molecular structure, NO3Rb4 (ωB97M-V with the def2-TZVPD basis set, OMol25).

```
! RIJCOSX wB97M-V def2-TZVPD def2/J DEFGRID3
* xyz 3 1
Rb -2.965 1.257 0.886
Rb 0.974 3.698 0.392
Rb 3.517 -1.364 -1.284
Rb -0.747 -3.183 1.575
N -0.180 -0.116 -0.362
O 0.850 -0.683 -0.797
O -0.284 1.158 -0.401
O -1.165 -0.766 -0.008
*
```

Output
LUMO in eV: -9.07
Highest occupied orbital energy in eV: -19.578
DFT total energy in hartree: -375.93784
HOMO-LUMO gap in eV: 10.51

natural (NBO) charges in e: atom 1 (Rb): 0.993, atom 2 (Rb): 0.998, atom 3 (Rb): 0.998, atom 4 (Rb): 0.997, atom 5 (N): 0.731, atom 6 (O): -0.544, atom 7 (O): -0.612, atom 8 (O): -0.561

=====

# NO5S

2 unconnected molecules or ions with the total composition NO5S (ωB97M-V with the def2-TZVPD basis set, OMol25).

```
! RIJCOSX wB97M-V def2-TZVPD def2/J DEFGRID3
* xyz -1 1
N 1.680 0.174 0.037
O -1.863 -0.715 -1.138
O 2.930 0.259 -0.121
O -0.885 1.433 -0.210
O -1.770 -0.250 1.298
O 1.150 -0.938 0.174
S -1.242 0.035 -0.040
*
```

Output
LUMO (alpha / beta) in eV: 2.38 / 2.38
Highest occupied orbital energy (alpha / beta) in eV: -4.305 / -4.307
DFT total energy in hartree: -829.09194
HOMO-LUMO gap (alpha / beta) in eV: 6.68 / 6.69

natural (NBO) charges in e: atom 1 (N): 0.262, atom 2 (O): -0.867, atom 3 (O): -0.528, atom 4 (O): -0.844, atom 5 (O): -0.884, atom 6 (O): -0.510, atom 7 (S): 2.372

=====

# NO5S2

A gas-phase ion, NO5S2 (charge -1) (ωB97M-V with the def2-TZVPD basis set, OMol25).

```
! RIJCOSX wB97M-V def2-TZVPD def2/J DEFGRID3
* xyz -1 1
N -0.256 -0.045 1.127
O 2.068 0.391 0.311
O 1.323 -1.908 0.478
O 0.178 -0.171 -1.172
O -2.211 -0.143 -0.514
O -1.029 1.910 -0.402
S 0.940 -0.532 0.239
S -0.981 0.504 -0.172
*
```

Output
LUMO in eV: 3.86
Highest occupied orbital energy in eV: -5.885
DFT total energy in hartree: -1227.37467
HOMO-LUMO gap in eV: 9.74

natural (NBO) charges in e: atom 1 (N): -1.164, atom 2 (O): -0.967, atom 3 (O): -0.927, atom 4 (O): -0.850, atom 5 (O): -0.954, atom 6 (O): -0.937, atom 7 (S): 2.393, atom 8 (S): 2.408

=====

# O18S3V3

A molecular structure, O18S3V3 (ωB97M-V with the def2-TZVPD basis set, OMol25).

```
! RIJCOSX wB97M-V def2-TZVPD def2/J DEFGRID3
* xyz -3 1
O -7.676 -4.274 16.847
V -6.132 -4.642 17.032
O -5.251 -3.343 16.929
O -13.016 -10.223 14.472
V -12.326 -9.431 13.287
O -13.368 -9.274 12.111
O -10.586 -8.825 15.453
V -9.471 -7.927 14.663
O -8.640 -6.967 15.605
S -9.718 -7.675 11.766
O -8.663 -7.203 12.723
O -9.172 -8.621 10.808
O -10.637 -8.410 12.767
O -10.385 -6.592 11.089
S -12.407 -6.242 14.142
O -12.970 -7.660 14.140
O -12.403 -5.684 12.786
O -13.257 -5.454 15.048
O -11.020 -6.321 14.712
S -6.873 -9.763 13.574
O -6.117 -8.505 13.327
O -7.212 -10.454 12.326
O -6.039 -10.621 14.439
O -8.137 -9.474 14.347
*
```

Output
LUMO in eV: 2.39
Highest occupied orbital energy in eV: 0.264
DFT total energy in hartree: -5380.83412
HOMO-LUMO gap in eV: 2.13

Mulliken charges in e: atom 1 (O): -0.576, atom 2 (V): 1.412, atom 3 (O): -0.755, atom 4 (O): -0.598, atom 5 (V): 1.349, atom 6 (O): -0.605, atom 7 (O): -0.580, atom 8 (V): 1.518, atom 9 (O): -0.609, atom 10 (S): 1.274, atom 11 (O): -0.578, atom 12 (O): -0.647, atom 13 (O): -0.250, atom 14 (O): -0.636, atom 15 (S): 1.075, atom 16 (O): -0.547, atom 17 (O): -0.635, atom 18 (O): -0.727, atom 19 (O): -0.640, atom 20 (S): 1.172, atom 21 (O): -0.601, atom 22 (O): -0.595, atom 23 (O): -0.662, atom 24 (O): -0.558

=====

# O2

A single O2 molecule (ωB97M-V with the def2-TZVPD basis set, OMol25).

```
! RIJCOSX wB97M-V def2-TZVPD def2/J DEFGRID3
* xyz 0 1
O -0.425 -0.406 0.123
O 0.425 0.406 -0.123
*
```

Output
LUMO in eV: -2.09
Highest occupied orbital energy in eV: -9.963
DFT total energy in hartree: -150.29659
HOMO-LUMO gap in eV: 7.88

natural (NBO) charges in e: atom 1 (O): 0.000, atom 2 (O): 0.000

=====

# O3

A single O3 molecule (ωB97M-V with the def2-TZVPD basis set, OMol25).

```
! RIJCOSX wB97M-V def2-TZVPD def2/J DEFGRID3
* xyz 0 1
O 1.035 -0.386 0.122
O -0.097 0.271 0.393
O -0.939 0.115 -0.516
*
```

Output
LUMO (alpha / beta) in eV: -3.02 / -3.02
Highest occupied orbital energy (alpha / beta) in eV: -12.296 / -12.296
DFT total energy in hartree: -225.44577
HOMO-LUMO gap (alpha / beta) in eV: 9.28 / 9.28

natural (NBO) charges in e: atom 1 (O): -0.180, atom 2 (O): 0.289, atom 3 (O): -0.109

=====

# O4ReS5Sb

A molecular structure, O4ReS5Sb (ωB97M-V with the def2-TZVPD basis set, OMol25).

```
! RIJCOSX wB97M-V def2-TZVPD def2/J DEFGRID3
* xyz -1 4
Re 0.190 0.170 0.089
O 2.629 2.612 -1.197
S 2.131 2.084 0.032
O 2.591 2.667 1.252
O 2.223 0.537 0.072
O 0.529 2.114 0.010
S -2.904 -2.919 -2.088
Sb -2.228 -2.131 0.010
S -2.162 0.237 0.110
S 0.209 -2.102 0.047
S -3.206 -3.268 1.665
*
```

Output
⟨S²⟩: 3.940
LUMO (alpha / beta) in eV: -0.62 / -0.04
Highest occupied orbital energy (alpha / beta) in eV: -5.376 / -5.368
DFT total energy in hartree: -2610.55604
HOMO-LUMO gap (alpha / beta) in eV: 4.76 / 5.33

natural (NBO) charges in e: atom 1 (Re): 1.331, atom 2 (O): -0.932, atom 3 (S): 2.533, atom 4 (O): -0.935, atom 5 (O): -0.988, atom 6 (O): -0.940, atom 7 (S): -0.765, atom 8 (Sb): 1.309, atom 9 (S): -0.569, atom 10 (S): -0.309, atom 11 (S): -0.734

=====

# O5S2

A gas-phase ion, O5S2 (charge -2) (ωB97M-V with the def2-TZVPD basis set, OMol25).

```
! RIJCOSX wB97M-V def2-TZVPD def2/J DEFGRID3
* xyz -2 1
O -0.847 2.262 -0.402
S -1.211 0.415 0.106
O -1.573 0.375 1.521
S 0.664 -0.588 -0.193
O 0.674 -1.778 0.701
O 1.806 0.302 -0.115
O 0.488 -0.987 -1.618
*
```

Output
LUMO in eV: 6.64
Highest occupied orbital energy in eV: 0.175
DFT total energy in hartree: -1172.49776
HOMO-LUMO gap in eV: 6.46

natural (NBO) charges in e: atom 1 (O): -1.051, atom 2 (S): 1.083, atom 3 (O): -1.015, atom 4 (S): 2.107, atom 5 (O): -1.039, atom 6 (O): -1.017, atom 7 (O): -1.068

=====

# O5S2

A single O5S2 molecule (ωB97M-V with the def2-TZVPD basis set, OMol25).

```
! RIJCOSX wB97M-V def2-TZVPD def2/J DEFGRID3
* xyz 0 1
O -0.593 0.823 -0.375
O -1.915 -0.996 0.102
O 1.500 1.341 -0.181
O 0.564 -0.914 -0.650
O 0.713 -0.056 1.721
S -0.952 -0.456 -0.950
S 0.683 0.259 0.333
*
```

Output
LUMO in eV: -0.26
Highest occupied orbital energy in eV: -11.826
DFT total energy in hartree: -1172.43165
HOMO-LUMO gap in eV: 11.57

natural (NBO) charges in e: atom 1 (O): -0.857, atom 2 (O): -0.869, atom 3 (O): -0.873, atom 4 (O): -0.830, atom 5 (O): -0.791, atom 6 (S): 1.740, atom 7 (S): 2.479

=====

The evaluated strongest force on any atom for the records listed, in turn: 0.07176; 0.04728; 0.05338; 0.00729; 0.01543; 0.01674; 0.11743; 0.03744; 0.08412; 0.27843; 0.04111; 0.04441; 0.06342; 0.10501; 0.09583; 0.00646; 0.08975; 0.06154; 0.11644; 0.26015 Eh/bohr.